Computed, not measured: C74H53MoN5P as an isolated structure, with the ωB97M-V functional and the def2-TZVPD basis.

net charge	-1
electronic energy	-3535.18116	a.u.
HOMO (spin up / spin down)	-3.28 / -2.94	eV

Structure (XYZ):
```
134
C74H53MoN5P the ωB97M-V functional and the def2-TZVPD basis
Mo -0.216 -0.408 0.348
C -7.590 2.121 -0.056
C -7.290 1.176 0.916
C -5.994 0.695 1.045
C -4.979 1.147 0.204
C -5.291 2.095 -0.765
C -6.585 2.580 -0.898
C -3.587 0.628 0.337
C -3.311 -0.605 -0.142
C -4.299 -1.518 -0.711
C -3.727 -2.724 -0.798
C -2.358 -2.602 -0.293
N -2.092 -1.262 -0.027
C -1.546 -3.634 0.055
C -0.337 -3.493 0.814
C 0.510 -4.544 1.142
C 1.557 -4.004 1.873
C 1.317 -2.636 2.027
C 2.149 -1.709 2.798
C 2.738 -2.097 4.118
C 2.853 -3.416 4.592
C 3.380 -3.720 5.840
C 3.801 -2.723 6.704
C 3.615 -1.408 6.306
C 3.076 -1.109 5.066
C 2.266 -0.407 2.399
N 1.350 0.265 1.600
C 1.596 1.627 1.852
C 0.649 2.581 1.925
C 1.042 3.950 2.382
C 1.490 4.903 1.472
C 1.853 6.175 1.897
C 1.773 6.511 3.241
C 1.326 5.567 4.158
C 0.961 4.298 3.730
C -0.750 2.329 1.741
C -1.760 3.225 2.083
C -2.961 2.674 1.637
C -2.651 1.454 1.035
N -1.290 1.207 1.136
C 2.936 1.763 2.417
C 3.313 0.544 2.805
N 0.168 -2.296 1.325
C -1.978 -5.014 -0.308
C -2.153 -5.998 0.667
C -2.573 -7.275 0.326
C -2.833 -7.598 -1.000
C -2.674 -6.629 -1.979
C -2.249 -5.352 -1.634
H -8.601 2.495 -0.160
H -8.067 0.813 1.579
H -5.754 -0.040 1.804
H -4.506 2.442 -1.428
H -6.810 3.313 -1.664
H -5.318 -1.253 -0.945
H -4.186 -3.647 -1.114
H 0.411 -5.564 0.810
H 2.441 -4.532 2.186
H 2.490 -4.236 4.004
H 3.445 -4.761 6.134
H 4.217 -2.962 7.675
H 3.855 -0.593 6.979
H 2.860 -0.071 4.865
H 1.536 4.649 0.421
H 2.189 6.904 1.168
H 2.055 7.503 3.574
H 1.261 5.820 5.210
H 0.609 3.559 4.442
H -1.613 4.179 2.567
H -3.952 3.093 1.722
H 3.463 2.697 2.547
H 4.238 0.266 3.285
H -1.956 -5.747 1.702
H -2.704 -8.020 1.103
H -3.159 -8.597 -1.266
H -2.876 -6.864 -3.018
H -2.126 -4.598 -2.405
C 2.465 -6.017 -1.693
C 3.455 -5.171 -1.222
C 3.199 -3.813 -1.058
C 1.948 -3.286 -1.347
C 0.962 -4.149 -1.831
C 1.214 -5.497 -2.007
P 1.490 -1.510 -1.213
C 3.103 -0.647 -1.207
C 3.993 -0.803 -0.145
C 5.198 -0.117 -0.128
C 5.524 0.747 -1.164
C 4.638 0.920 -2.216
C 3.438 0.224 -2.241
C 0.865 -1.238 -2.881
C 1.290 -1.916 -3.994
C 0.729 -1.632 -5.251
C -0.189 -0.626 -5.357
C -0.573 0.141 -4.234
C -1.371 1.294 -4.386
C -1.505 2.115 -3.318
C -0.962 1.814 -2.034
C -0.376 0.580 -1.734
C -0.087 -0.187 -2.940
H 2.664 -7.074 -1.820
H 4.437 -5.559 -0.980
H 3.999 -3.179 -0.708
H -0.017 -3.756 -2.071
H 0.426 -6.147 -2.369
H 3.732 -1.436 0.693
H 5.872 -0.249 0.709
H 6.461 1.291 -1.145
H 4.877 1.600 -3.026
H 2.762 0.355 -3.077
H 2.049 -2.684 -3.903
H 1.040 -2.191 -6.125
H -0.611 -0.366 -6.322
H -1.799 1.540 -5.352
H -2.037 3.055 -3.417
H -1.814 2.959 -0.508
C -2.895 5.191 -1.080
C -1.479 5.322 -1.562
C -1.009 6.563 -1.979
C 0.259 6.714 -2.515
C 1.075 5.598 -2.617
C 0.660 4.346 -2.179
C 1.631 3.201 -2.194
C -0.634 4.197 -1.642
N -1.040 2.945 -1.156
H -3.445 6.116 -1.255
H -2.958 4.952 -0.019
H -3.409 4.386 -1.613
H -1.672 7.420 -1.903
H 0.608 7.685 -2.844
H 2.080 5.698 -3.015
H 2.647 3.573 -2.348
H 1.405 2.481 -2.986
H 1.599 2.649 -1.251
```

Computed, not measured: a 11-piece molecular cluster, C74H69NO24P overall in a non-equilibrium geometry, with the ωB97M-V functional and the def2-TZVPD basis.

multiplicity	2
electronic energy	-5062.68740	a.u.
<S²>	0.754
HOMO (spin up / spin down)	-8.46 / -8.49	eV

Structure (XYZ):
```
169
C74H69NO24P the ωB97M-V functional and the def2-TZVPD basis
C 1.430 -4.058 1.359
O 0.978 -2.860 1.954
C -0.173 -2.314 1.345
C -0.839 -1.379 2.330
C -2.252 -0.953 1.926
C -3.405 -1.836 2.440
C -3.778 -3.122 1.631
P -3.001 -4.677 2.338
O -1.799 -4.099 3.324
O -4.125 -5.251 3.436
C -3.443 -3.086 0.130
C -4.547 -2.482 -0.747
C -4.846 -1.016 -0.442
C -3.979 -2.516 -2.179
N -5.770 -3.350 -0.717
O -5.877 -4.164 -1.702
C -5.996 -4.024 0.592
C -7.513 -3.957 0.865
C -5.669 -5.520 0.557
C -5.330 -3.282 1.741
H 1.873 -4.661 2.149
H 0.626 -4.653 0.918
H 2.169 -3.878 0.580
H 0.050 -1.814 0.397
H -0.865 -3.133 1.140
H -0.215 -0.484 2.360
H -0.796 -1.838 3.312
H -2.300 -0.771 0.857
H -2.404 0.027 2.377
H -3.109 -2.157 3.439
H -4.263 -1.187 2.594
H -1.449 -4.830 3.863
H -3.733 -5.253 4.327
H -2.497 -2.622 -0.113
H -3.357 -4.120 -0.204
H -4.087 -0.373 -0.870
H -4.925 -0.779 0.611
H -5.777 -0.737 -0.931
H -3.203 -1.754 -2.215
H -4.723 -2.261 -2.921
H -3.488 -3.457 -2.392
H -7.845 -2.943 1.072
H -7.798 -4.658 1.642
H -8.007 -4.276 -0.052
H -5.648 -5.872 1.583
H -6.472 -6.046 0.053
H -4.760 -5.746 0.011
H -5.724 -2.271 1.712
H -5.641 -3.698 2.693
C 5.263 -2.970 0.503
C 6.411 -2.365 0.797
C 7.319 -1.882 -0.274
O 8.369 -1.334 -0.008
C 6.899 -2.094 -1.681
C 5.751 -2.699 -1.973
C 4.844 -3.183 -0.905
O 3.794 -3.733 -1.169
H 4.586 -3.330 1.267
H 6.735 -2.199 1.816
H 7.572 -1.735 -2.447
H 5.428 -2.864 -2.993
C -3.543 4.899 -0.843
C -3.754 3.932 0.044
C -4.839 2.944 -0.140
O -5.036 2.061 0.673
C -5.684 3.066 -1.354
C -5.474 4.031 -2.244
C -4.385 5.023 -2.056
O -4.192 5.903 -2.870
H -2.758 5.631 -0.725
H -3.149 3.824 0.935
H -6.472 2.331 -1.470
H -6.078 4.140 -3.136
C -7.571 -3.279 -4.378
C -7.517 -2.027 -3.933
C -8.319 -0.949 -4.558
O -8.267 0.194 -4.153
C -9.190 -1.320 -5.702
C -9.247 -2.572 -6.148
C -8.443 -3.651 -5.520
O -8.499 -4.791 -5.926
H -6.991 -4.075 -3.927
H -6.891 -1.738 -3.099
H -9.768 -0.518 -6.145
H -9.876 -2.863 -6.980
C 1.221 7.851 -3.256
C 1.011 6.884 -2.367
C -0.076 5.892 -2.555
O -0.268 5.011 -1.742
C -0.917 6.016 -3.769
C -0.707 6.983 -4.658
C 0.379 7.976 -4.472
O 0.574 8.857 -5.282
H 2.008 8.586 -3.139
H 1.614 6.775 -1.475
H -1.704 5.284 -3.886
H -1.311 7.093 -5.549
C -4.028 8.387 3.050
C -4.387 8.651 4.304
C -5.167 7.673 5.104
O -5.497 7.914 6.244
C -5.529 6.388 4.454
C -5.170 6.124 3.201
C -4.391 7.103 2.403
O -4.067 6.861 1.258
H -3.461 9.089 2.449
H -4.132 9.580 4.797
H -6.097 5.689 5.055
H -5.425 5.194 2.708
C 10.204 -1.905 -5.729
C 11.490 -2.140 -5.971
C 12.298 -2.997 -5.068
O 13.471 -3.211 -5.287
C 11.617 -3.585 -3.888
C 10.330 -3.350 -3.647
C 9.525 -2.493 -4.549
O 8.349 -2.279 -4.330
H 9.596 -1.283 -6.373
H 12.006 -1.723 -6.826
H 12.224 -4.208 -3.244
H 9.815 -3.767 -2.791
C 1.394 1.058 4.830
C 2.184 0.039 4.503
C 3.622 0.035 4.863
O 4.341 -0.897 4.564
C 4.148 1.206 5.605
C 3.359 2.226 5.932
C 1.919 2.232 5.570
O 1.199 3.161 5.869
H 0.342 1.081 4.576
H 1.820 -0.829 3.963
H 5.200 1.181 5.862
H 3.722 3.091 6.472
C -6.499 12.265 0.818
C -7.819 12.125 0.721
C -8.450 10.782 0.678
O -9.652 10.654 0.590
C -7.553 9.601 0.748
C -6.234 9.743 0.843
C -5.604 11.084 0.887
O -4.401 11.210 0.979
H -6.019 13.235 0.851
H -8.490 12.972 0.670
H -8.033 8.631 0.717
H -5.564 8.896 0.889
C 3.227 -4.006 7.012
C 3.663 -2.892 7.594
C 3.083 -2.414 8.873
O 3.477 -1.396 9.401
C 2.000 -3.227 9.481
C 1.564 -4.341 8.899
C 2.143 -4.818 7.619
O 1.744 -5.833 7.088
H 3.635 -4.369 6.077
H 4.451 -2.286 7.165
H 1.592 -2.861 10.415
H 0.775 -4.947 9.325
C 15.838 -5.705 -6.004
C 16.978 -5.443 -6.637
C 17.530 -6.379 -7.646
O 18.571 -6.143 -8.223
C 16.762 -7.618 -7.925
C 15.621 -7.880 -7.293
C 15.070 -6.943 -6.283
O 14.029 -7.181 -5.708
H 15.416 -5.035 -5.265
H 17.553 -4.545 -6.449
H 17.182 -8.286 -8.666
H 15.046 -8.777 -7.481
```